This record from the OMol25 dataset describes 2 unconnected molecules or ions with the total composition C5H9NO. The level of theory is ωB97M-V with the def2-TZVPD basis set.

```
16
Properties=species:S:1:pos:R:3
C 0.65 0.99 0.90
C 0.47 -0.51 0.72
C 1.30 -1.08 -0.43
C -0.99 -0.89 0.55
O -1.93 -0.16 0.73
H 0.51 1.51 -0.06
H 1.65 1.22 1.26
H -0.09 1.40 1.60
H 0.77 -1.02 1.65
H 2.37 -0.94 -0.23
H 1.14 -2.16 -0.55
H 1.06 -0.58 -1.37
H -1.15 -1.95 0.26
C -1.94 1.41 -1.67
N -1.08 1.42 -2.43
H -2.72 1.36 -0.93
```

SMILES: CC(C)C=O.C#N
HOMO energy in hartree: -0.371